DFT (the ωB97M-V functional and the def2-TZVPD basis) results for a 7-piece molecular cluster, C22H62O26P6S overall at a distorted geometry.

ORCA input file:
```
! RIJCOSX wB97M-V def2-TZVPD def2/J DEFGRID3
* xyz 0 1
C 8.726 -2.097 1.523
O 7.373 -2.575 1.712
P 6.175 -1.737 1.101
O 6.367 -1.423 -0.308
O 4.910 -2.590 1.485
C 4.107 -3.240 0.477
O 6.072 -0.444 2.014
C 5.538 -0.579 3.367
H 8.777 -1.312 0.767
H 9.357 -2.945 1.285
H 9.066 -1.618 2.447
H 4.444 -4.261 0.324
H 4.143 -2.718 -0.487
H 3.064 -3.116 0.764
H 5.474 -1.620 3.670
H 4.553 -0.126 3.450
H 6.249 0.004 3.942
C 1.662 2.603 2.959
O 2.903 2.171 3.581
P 4.227 2.935 3.148
O 5.472 2.445 3.725
O 4.201 3.007 1.560
C 3.831 1.801 0.830
O 3.909 4.447 3.505
C 4.611 5.142 4.543
H 1.214 1.696 2.529
H 1.719 3.420 2.240
H 0.935 2.892 3.727
H 4.736 1.395 0.336
H 3.203 2.056 -0.030
H 3.457 0.916 1.348
H 5.650 4.825 4.596
H 4.073 5.127 5.485
H 4.649 6.173 4.174
C 0.932 -1.430 -5.425
O 1.988 -1.141 -4.510
P 3.275 -2.082 -4.576
O 3.856 -2.262 -5.903
O 2.697 -3.395 -3.877
C 3.494 -4.539 -3.895
O 4.317 -1.542 -3.507
C 4.012 -0.437 -2.660
H 1.202 -2.264 -6.083
H 0.567 -0.560 -5.954
H 0.107 -1.892 -4.859
H 3.571 -4.945 -2.870
H 4.518 -4.398 -4.227
H 3.009 -5.393 -4.379
H 3.022 -0.007 -2.703
H 4.828 0.289 -2.722
H 4.198 -0.761 -1.627
C -2.720 -0.661 -3.956
O -3.970 0.073 -4.082
P -5.331 -0.363 -3.362
O -5.302 -0.363 -1.900
O -5.575 -1.744 -4.098
C -5.478 -2.936 -3.343
O -6.264 0.676 -4.032
C -6.268 2.067 -3.815
H -2.787 -1.507 -3.266
H -1.869 -0.019 -3.751
H -2.622 -1.125 -4.950
H -5.101 -3.807 -3.862
H -6.474 -3.190 -2.938
H -4.984 -2.833 -2.368
H -6.812 2.347 -2.918
H -6.570 2.582 -4.721
H -5.240 2.436 -3.658
C -7.390 -4.974 3.474
O -6.261 -4.100 3.652
P -5.516 -3.466 2.411
O -4.105 -3.223 2.654
O -5.879 -4.461 1.226
C -5.210 -4.281 -0.013
O -6.403 -2.167 2.107
C -5.711 -1.101 1.405
H -6.997 -5.981 3.400
H -7.962 -4.711 2.582
H -8.080 -4.820 4.297
H -5.981 -4.206 -0.782
H -4.648 -5.173 -0.308
H -4.507 -3.455 -0.084
H -5.310 -0.372 2.130
H -6.372 -0.520 0.769
H -4.812 -1.398 0.866
C 0.319 5.753 3.832
O -0.804 4.944 3.478
P -1.195 4.468 2.034
O -1.356 3.023 1.926
O -2.426 5.397 1.700
C -3.594 4.830 1.065
O 0.001 5.065 1.168
C 0.043 4.748 -0.192
H -0.021 6.586 4.441
H 0.754 6.168 2.921
H 1.108 5.198 4.333
H -3.991 4.070 1.734
H -3.354 4.326 0.110
H -4.264 5.606 0.708
H -0.966 4.681 -0.617
H 0.546 3.816 -0.449
H 0.551 5.540 -0.739
O 1.712 -0.757 0.613
S 0.608 -0.633 -0.314
O 0.822 -1.062 -1.670
C -0.853 -1.295 0.530
C -1.973 -0.497 -0.086
C -1.547 0.968 -0.436
C -0.035 1.061 -0.371
H -0.728 -1.044 1.584
H -0.851 -2.378 0.448
H -2.234 -0.983 -1.029
H -2.888 -0.464 0.498
H -2.195 1.659 0.080
H -1.826 1.031 -1.494
H 0.258 1.470 0.600
H 0.451 1.584 -1.186
*
```

Properties
LUMO = 0.1 eV
SMILES = COP(=O)(OC)OC.COP(=O)(OC)OC.COP(=O)(OC)OC.COP(=O)(OC)OC.COP(=O)(OC)OC.COP(=O)(OC)OC.O=S1(=O)CCCC1
Gap between HOMO and LUMO = 9.9172 eV
M = 960.62 g/mol

Atomic partial charges in e from the Löwdin method, atoms 1 to 5: -0.079 -0.216 0.319 -0.220 -0.206


DFT (the ωB97M-V functional and the def2-TZVPD basis) results for C22H63FeN3O12S as an isolated structure at a distorted geometry.

ORCA input file:
```
! RIJCOSX wB97M-V def2-TZVPD def2/J DEFGRID3
* xyz 1 6
Fe -1.489 0.510 -0.744
S 0.844 -0.476 0.043
O 1.306 -1.759 -0.399
O 1.745 0.234 0.929
O 0.422 0.437 -1.117
O -0.567 -0.554 0.626
C -0.165 3.736 -2.549
C -1.560 3.453 -2.038
C -2.601 4.242 -2.771
O -3.856 3.934 -2.183
C -4.879 4.828 -2.561
N -1.867 1.951 -2.233
H 0.065 4.799 -2.466
H -0.087 3.461 -3.605
H 0.600 3.207 -1.983
H -1.611 3.647 -0.972
H -2.609 4.001 -3.847
H -2.377 5.314 -2.696
H -5.843 4.398 -2.304
H -4.870 5.040 -3.636
H -4.782 5.791 -2.047
H -2.881 2.002 -2.408
H -1.494 1.805 -3.175
C -4.669 1.350 2.069
C -3.567 1.612 1.064
C -2.242 1.929 1.735
O -1.264 2.069 0.695
C -0.175 2.909 1.062
N -3.376 0.417 0.154
H -4.360 0.564 2.770
H -5.552 0.939 1.574
H -4.931 2.218 2.668
H -3.774 2.468 0.414
H -1.904 1.176 2.458
H -2.310 2.862 2.299
H 0.315 2.560 1.972
H -0.490 3.945 1.217
H 0.562 2.901 0.261
H -3.453 -0.419 0.750
H -4.250 0.325 -0.370
C -2.910 -2.948 -3.324
C -2.920 -2.090 -2.053
C -2.700 -2.945 -0.840
O -2.712 -2.116 0.299
C -2.367 -2.825 1.493
N -1.861 -1.010 -2.164
H -1.894 -3.285 -3.546
H -3.281 -2.378 -4.180
H -3.526 -3.843 -3.243
H -3.903 -1.608 -2.005
H -1.724 -3.443 -0.929
H -3.503 -3.687 -0.781
H -3.082 -3.627 1.676
H -2.368 -2.095 2.299
H -1.347 -3.213 1.414
H -0.989 -1.581 -2.282
H -1.966 -0.703 -3.135
C 1.041 -4.797 -3.329
C 1.135 -3.329 -3.739
O 0.433 -2.486 -2.802
H -0.003 -5.101 -3.273
H 1.487 -4.916 -2.338
H 1.642 -5.403 -4.006
H 0.673 -3.209 -4.720
H 2.177 -3.015 -3.798
H 0.983 -2.437 -2.001
C 3.624 -4.128 1.689
C 3.568 -4.745 0.301
O 3.326 -3.735 -0.695
H 3.774 -4.879 2.468
H 2.673 -3.631 1.903
H 4.436 -3.406 1.763
H 2.755 -5.483 0.238
H 4.483 -5.266 0.027
H 2.649 -3.144 -0.345
C 0.158 -0.731 5.353
C 0.614 -0.737 3.923
O 0.564 0.604 3.443
H 0.094 -1.715 5.817
H -0.817 -0.244 5.420
H 0.818 -0.146 6.002
H -0.106 -1.347 3.346
H 1.588 -1.202 3.746
H 0.945 0.590 2.552
C 3.833 4.563 2.277
C 3.544 3.081 2.197
O 3.149 2.760 0.858
H 4.324 4.777 3.231
H 2.961 5.198 2.132
H 4.578 4.855 1.531
H 2.721 2.839 2.881
H 4.431 2.513 2.485
H 2.673 1.922 0.885
C 6.578 -0.539 0.888
C 5.112 -0.585 0.521
O 4.328 -0.620 1.700
H 6.883 -1.359 1.537
H 6.857 0.404 1.358
H 7.162 -0.603 -0.036
H 4.908 -1.441 -0.134
H 4.895 0.318 -0.071
H 3.406 -0.471 1.459
*
```

Properties
LUMO (alpha / beta) = -2.7 / -4.6 eV
Gap between HOMO and LUMO (alpha / beta) = 8.3572 / 6.4899 eV
M = 649.67 g/mol
Energy relative to the best compared isomer or geometry (same formula, charge and spin) = 0.000 eV

Atomic partial charges in e from the Löwdin method, atoms 1 to 5: 1.029 0.444 -0.260 -0.295 -0.363